The following is a DFT calculation (ωB97M-V/def2-TZVPD) of a cluster of 7 separate species, C37H81NO14P in total at a distorted geometry.

Structure (XYZ):
```
134
C37H81NO14P | OMol25 | ωB97M-V/def2-TZVPD
C 6.807 -0.475 2.890
C 6.402 -0.799 1.447
O 6.098 0.351 0.668
C 4.855 0.945 0.953
C 5.012 2.409 1.339
O 4.797 2.564 2.736
C 4.464 3.876 3.120
C 2.962 4.044 3.177
O 2.436 3.138 4.130
C 1.167 3.462 4.607
C 0.072 2.924 3.719
C 0.376 2.198 2.602
N -0.564 1.693 1.779
C -0.025 0.939 0.623
C 0.940 1.752 -0.269
C 0.756 3.270 -0.347
C 1.757 3.794 -1.405
C -0.652 3.681 -0.749
C -1.882 1.846 2.036
C -2.906 1.213 1.137
P -4.545 0.828 1.820
O -5.060 -0.268 0.990
O -4.408 0.439 3.343
O -5.435 2.152 1.741
C -2.242 2.587 3.147
C -1.283 3.117 3.995
C -1.728 3.845 5.237
O -1.716 3.283 6.291
O -2.157 5.105 5.092
H 7.885 -0.526 2.993
H 6.356 -1.204 3.563
H 6.461 0.514 3.184
H 5.560 -1.499 1.428
H 7.228 -1.284 0.932
H 4.204 0.859 0.077
H 4.361 0.438 1.788
H 4.303 3.034 0.783
H 6.023 2.724 1.068
H 4.887 4.077 4.104
H 4.880 4.612 2.426
H 2.563 3.858 2.171
H 2.723 5.080 3.440
H 1.051 4.551 4.680
H 1.034 3.069 5.615
H 1.404 1.995 2.343
H 0.531 0.108 1.053
H -0.818 0.499 0.035
H 0.809 1.373 -1.285
H 1.966 1.502 0.001
H 1.055 3.731 0.597
H 2.588 3.098 -1.516
H 1.279 3.838 -2.382
H 2.160 4.767 -1.137
H -0.860 3.403 -1.781
H -0.742 4.767 -0.692
H -1.439 3.280 -0.112
H -2.565 0.226 0.831
H -3.060 1.793 0.227
H -5.300 0.273 3.704
H -5.352 2.565 0.872
H -3.286 2.744 3.375
H -2.033 5.436 4.194
C -9.857 -1.479 2.431
C -8.753 -0.439 2.532
C -8.550 0.302 1.226
O -7.521 -1.052 2.926
H -9.606 -2.223 1.670
H -9.980 -2.001 3.379
H -10.808 -1.019 2.160
H -8.995 0.269 3.326
H -8.252 -0.390 0.434
H -7.751 1.032 1.343
H -9.454 0.821 0.906
H -7.273 -1.683 2.240
C 0.629 -0.500 -5.106
C 1.315 0.771 -4.638
C 2.229 1.337 -5.711
O 2.056 0.536 -3.431
H 1.370 -1.270 -5.336
H -0.024 -0.895 -4.325
H 0.038 -0.332 -6.002
H 0.561 1.516 -4.371
H 3.015 0.618 -5.954
H 2.712 2.252 -5.364
H 1.676 1.558 -6.624
H 2.734 -0.119 -3.633
C -0.693 -3.403 -9.585
C -0.445 -3.048 -8.129
C -1.459 -3.699 -7.201
O -0.458 -1.627 -7.952
H -1.674 -3.055 -9.907
H 0.057 -2.923 -10.216
H -0.650 -4.479 -9.745
H 0.561 -3.363 -7.843
H -2.468 -3.361 -7.444
H -1.251 -3.430 -6.163
H -1.439 -4.786 -7.292
H -1.335 -1.316 -8.203
C -3.330 -1.687 6.897
C -4.060 -2.818 6.185
C -5.547 -2.527 6.052
O -3.845 -4.052 6.862
H -3.721 -1.563 7.911
H -2.266 -1.910 6.978
H -3.450 -0.740 6.368
H -3.628 -2.958 5.192
H -6.008 -2.428 7.038
H -6.052 -3.341 5.533
H -5.721 -1.605 5.495
H -4.214 -3.973 7.748
C 11.666 1.421 4.857
C 10.207 1.073 5.110
C 9.945 0.805 6.584
O 9.818 -0.053 4.322
H 12.310 0.588 5.152
H 11.835 1.613 3.797
H 11.967 2.303 5.423
H 9.572 1.892 4.770
H 10.542 -0.045 6.926
H 8.895 0.560 6.748
H 10.201 1.671 7.196
H 10.359 -0.803 4.595
C -3.549 -6.710 -11.317
C -3.339 -6.330 -9.861
C -4.342 -7.018 -8.948
O -3.408 -4.911 -9.700
H -4.545 -6.402 -11.648
H -2.818 -6.211 -11.953
H -3.460 -7.787 -11.463
H -2.326 -6.602 -9.557
H -5.360 -6.717 -9.213
H -4.171 -6.735 -7.909
H -4.274 -8.103 -9.030
H -4.293 -4.632 -9.959
```

Values from the calculation:
maximum force: 2.579 eV/A
highest occupied orbital energy: -11.38 eV
frontier orbital gap: 7.33 eV
lowest unoccupied orbital energy: -4.047 eV
multiplicity: 1
charge: +1
relative energy (zero: lowest compared OMol25 entry of this formula, charge and spin): 0.0 kJ/mol

Here are the Löwdin charges for atoms 1 to 6, given in e:
1 C -0.050
2 C -0.251
3 O -0.142
4 C -0.203
5 C -0.169
6 O -0.135